[1]
Molecular formula: C2H3FN
Method: DFT, ωB97M-V with the def2-TZVPD basis set

ΔE to the lowest compared entry with this formula, charge and spin: 179.19 kcal per mole
Gap between HOMO and LUMO (spin up / spin down): 5.6479 / 4.7157 eV
Total charge: +1

Positions of all 7 atoms, in Å:
C1 -0.242152 -0.467921 -1.273856
C2 -0.550026 -0.900171 -2.345337
N1 0.367307 0.764593 1.519043
F1 -0.798537 -1.969356 -2.930679
H1 0.724106 0.103013 2.195106
H2 -0.485505 1.235292 1.902196
H3 0.984808 1.234550 0.933527

Force components x, y, z for each atom (eV/Å):
2.2 3.8 7.2
-1.9 -4.0 -5.2
-2.9 -0.9 1.1
-0.2 0.5 -1.1
0.4 -0.2 -0.3
1.2 -0.3 -0.9
1.2 1.2 -0.8



[2]
Molecular formula: C60H50Cl3N10O2Ta
Method: DFT, ωB97M-V with the def2-TZVPD basis set

Gap between HOMO and LUMO: 5.9522 eV
Total charge: +2

Positions of all 126 atoms, in Å:
Ta1 -0.164482 0.073187 0.468017
C1 7.199851 0.286416 3.228870
C2 6.521397 1.364999 2.675247
C3 5.198683 1.223122 2.281924
C4 4.540061 0.001492 2.418743
C5 5.221134 -1.064747 3.006479
C6 6.543241 -0.924678 3.405593
C7 3.110199 -0.125805 2.001981
C8 2.698826 -1.158106 1.185224
C9 3.532528 -2.233159 0.764520
C10 2.725094 -3.200842 0.285293
C11 1.390584 -2.712088 0.345373
C12 0.297007 -3.483030 0.036281
C13 0.536470 -4.876237 -0.459743
C14 0.927310 -5.067546 -1.781582
C15 1.150773 -6.349959 -2.268682
C16 0.984671 -7.447972 -1.434204
C17 0.597763 -7.260513 -0.112871
C18 0.373001 -5.977489 0.375257
C19 -0.999388 -3.035726 0.151210
N1 -1.414762 -1.740610 0.486991
C20 -2.808237 -1.808809 0.405606
C21 -3.689299 -0.816146 0.764836
C22 -5.151275 -1.020327 0.529786
C23 -5.965495 -1.490364 1.554576
C24 -7.324109 -1.678684 1.333928
C25 -7.873148 -1.395142 0.089401
C26 -7.062306 -0.926491 -0.936431
C27 -5.702749 -0.741047 -0.716984
C28 -3.251969 0.315556 1.406145
C29 -4.120908 1.309818 1.947252
C30 -3.346945 2.181440 2.623118
C31 -1.996124 1.728507 2.500658
N2 -1.925262 0.601500 1.698774
C32 -0.944220 2.278562 3.200363
C33 0.338614 1.775552 3.135888
C34 1.366851 2.218041 4.017680
C35 2.497875 1.580097 3.669412
C36 2.181468 0.721453 2.572765
N3 0.825403 0.809228 2.261100
C37 -1.230535 3.386093 4.167025
C38 -0.713612 4.662545 3.957484
C39 -0.984968 5.681967 4.861178
C40 -1.760945 5.428409 5.984577
C41 -2.268667 4.153768 6.203106
C42 -2.007257 3.137044 5.294839
C43 -3.229889 -3.103956 -0.008306
C44 -2.122101 -3.860206 -0.146493
N4 1.367090 -1.414463 0.858516
H1 8.231144 0.395439 3.541012
H2 7.018954 2.321973 2.564027
H3 4.659661 2.072576 1.880323
H4 4.703919 -1.999652 3.188385
H5 7.054925 -1.758660 3.870060
H6 4.605042 -2.265771 0.872080
H7 3.000805 -4.184829 -0.060845
H8 1.060647 -4.203945 -2.429623
H9 1.456089 -6.493248 -3.298158
H10 1.158503 -8.448706 -1.812745
H11 0.474009 -8.115002 0.541074
H12 0.073869 -5.829941 1.407987
H13 -5.533712 -1.711315 2.525703
H14 -7.952890 -2.047662 2.134747
H15 -8.932621 -1.540265 -0.080588
H16 -7.488178 -0.705342 -1.907204
H17 -5.066276 -0.377735 -1.517936
H18 -5.195926 1.309953 1.838709
H19 -3.655949 3.048239 3.185694
H20 1.218793 2.910639 4.831634
H21 3.466214 1.642720 4.141710
H22 -0.106763 4.856435 3.081641
H23 -0.588213 6.675048 4.687884
H24 -1.967582 6.221930 6.692190
H25 -2.865718 3.948801 7.082594
H26 -2.397830 2.139518 5.468991
H27 -4.262335 -3.398221 -0.129411
H28 -2.059251 -4.904327 -0.413718
Cl1 -3.583988 5.914651 -2.524427
C45 -2.575507 4.763693 -1.718719
C46 -2.861838 3.413925 -1.837042
C47 -2.030334 2.541323 -1.170494
Cl2 -2.167892 0.813933 -1.351858
C48 -0.962431 2.929463 -0.388957
O1 -0.221810 2.014037 0.241524
C49 -0.679401 4.284578 -0.328002
Cl3 0.731533 4.804809 0.530563
C50 -1.483884 5.202225 -0.981953
H29 -3.703371 3.069327 -2.426184
H30 -1.256229 6.258277 -0.920833
C51 1.841179 -0.655471 -4.794022
N5 1.563372 -1.103067 -3.434754
C52 2.722468 -1.176437 -2.568626
C53 0.293348 -1.293335 -2.978579
N6 -0.078080 -1.090034 -1.737362
N7 -0.577872 -1.782049 -3.926033
C54 -2.010133 -1.774793 -3.682615
C55 -0.156524 -2.867863 -4.817868
H31 2.434253 0.263080 -4.752884
H32 0.917273 -0.447603 -5.324824
H33 2.413118 -1.398631 -5.354417
H34 3.480680 -1.800751 -3.046990
H35 2.451323 -1.616559 -1.619826
H36 3.172069 -0.200702 -2.387746
H37 -0.969731 -1.547831 -1.613999
H38 -2.322008 -2.557147 -2.978283
H39 -2.520727 -1.956159 -4.627164
H40 -2.332399 -0.807977 -3.314243
H41 0.919235 -3.000448 -4.779418
H42 -0.448417 -2.654154 -5.846788
H43 -0.627729 -3.806401 -4.510992
C56 4.217999 1.717253 -1.091094
N8 3.047508 2.044702 -1.920595
C57 3.206827 2.849117 -3.006569
C58 2.175813 3.183616 -3.799266
C59 0.910077 2.651819 -3.422810
N9 0.747286 1.859897 -2.371727
C60 1.797848 1.538085 -1.613618
O2 1.734635 0.780812 -0.602086
N10 -0.186573 2.941220 -4.139781
H44 5.078004 1.561307 -1.737646
H45 4.011187 0.811576 -0.538166
H46 4.424654 2.527944 -0.396630
H47 4.215473 3.199551 -3.185718
H48 2.309978 3.821044 -4.661529
H49 -0.155281 3.589660 -4.905713
H50 -1.081544 2.623209 -3.809215

Force components x, y, z for each atom (eV/Å):
0.9 -0.6 -0.3
0.0 0.0 0.0
0.0 0.0 0.0
0.1 0.0 -0.1
-0.1 0.0 0.0
0.0 0.0 0.1
0.0 0.1 0.0
0.3 0.1 0.1
-0.5 -0.3 -0.2
0.3 0.1 0.1
0.0 -0.3 -0.1
0.2 0.5 0.3
0.0 -0.3 -0.2
-0.1 0.1 0.0
0.0 0.0 -0.1
0.0 0.1 0.0
0.0 0.0 0.0
0.0 0.1 0.0
0.0 0.0 0.0
-0.4 0.2 0.0
-0.2 -0.3 0.0
0.4 -0.3 -0.1
-0.4 0.0 -0.1
0.1 0.1 0.0
-0.1 0.0 0.1
0.0 0.0 0.0
0.0 0.0 0.0
0.0 0.0 0.0
0.0 0.0 0.0
0.1 0.1 0.3
-0.2 -0.1 -0.1
0.1 0.2 0.1
-0.2 -0.1 -0.2
-0.1 0.1 0.0
-0.1 0.2 0.2
0.3 -0.1 -0.2
-0.1 0.2 0.1
0.2 -0.1 0.0
-0.3 0.1 0.2
0.3 0.1 0.1
0.1 0.0 -0.1
0.0 0.0 0.0
0.0 0.0 0.0
0.0 0.0 0.0
0.0 0.0 0.0
0.0 0.0 0.1
-0.3 0.1 0.0
0.1 -0.2 -0.1
0.5 -0.4 0.0
0.0 0.0 0.0
0.0 -0.1 0.0
0.0 0.0 0.0
0.0 0.0 0.0
0.0 0.0 0.0
-0.1 0.0 0.0
0.0 0.1 0.0
0.0 -0.1 0.1
0.0 0.0 0.0
0.0 0.1 0.0
0.0 0.0 0.0
0.0 0.0 -0.1
0.0 0.0 -0.1
0.0 0.0 0.0
0.0 0.0 0.0
0.0 0.0 0.0
0.0 0.0 0.0
0.1 0.0 0.0
0.0 -0.1 0.0
0.0 0.0 -0.1
-0.1 0.0 0.0
0.0 0.0 0.1
0.0 0.0 0.0
0.0 0.0 0.0
0.0 0.0 0.0
0.0 0.1 0.0
0.1 0.0 0.0
0.0 0.1 0.0
0.1 0.0 0.0
-0.1 0.2 0.0
-0.1 0.0 -0.1
-0.3 -0.3 -0.1
-0.4 0.4 -0.2
0.4 -0.7 0.7
-0.5 1.0 -0.5
0.1 0.4 0.1
-0.1 -0.1 -0.1
0.0 0.1 0.0
0.1 0.0 0.1
0.0 0.0 0.0
0.0 0.0 0.1
-0.1 0.3 0.2
0.1 -0.1 -0.1
0.4 -0.2 -0.3
-0.2 0.3 0.4
0.0 0.0 0.1
0.0 -0.1 0.0
0.0 0.1 0.0
0.0 0.0 0.0
0.0 0.0 0.0
0.0 0.0 0.0
0.0 -0.1 0.0
0.0 0.0 0.0
0.0 -0.2 -0.1
0.0 -0.2 -0.2
0.0 0.0 0.0
0.0 0.0 0.0
0.0 0.1 0.0
0.0 0.0 0.0
0.0 0.0 0.0
0.0 0.0 0.0
-0.1 0.1 -0.1
0.2 0.1 0.0
0.3 -0.1 0.2
-0.1 0.0 -0.1
-0.3 0.2 -0.2
0.2 -0.3 0.1
0.1 0.2 0.4
-0.5 -0.1 -0.1
0.2 -0.1 0.1
0.0 0.0 0.0
0.0 -0.1 0.1
0.0 0.0 0.0
0.0 0.0 0.0
0.0 0.0 0.1
0.0 0.0 0.0
0.0 0.0 0.0



[3]
Molecular formula: C45H65N3O8P2SeTl
Method: DFT, ωB97M-V with the def2-TZVPD basis set

ΔE to the lowest compared entry with this formula, charge and spin: 9.06 kcal per mole
Gap between HOMO and LUMO: 7.2461 eV
Total charge: -1

Positions of all 125 atoms, in Å:
Tl1 0.200137 -1.762489 0.907043
C1 -3.153049 4.634917 3.149886
C2 -3.612128 4.289708 1.731847
C3 -3.382180 5.520775 0.841424
C4 -5.114213 3.971660 1.781875
C5 -2.850195 3.096630 1.161569
C6 -1.845272 2.434477 1.842201
C7 -1.193475 1.362449 1.253324
Se1 0.258020 0.534965 2.189505
C8 1.637618 1.238619 1.039370
C9 1.960017 2.560181 1.302359
C10 2.882215 3.246142 0.532422
C11 3.419095 2.552743 -0.546498
C12 3.109865 1.236443 -0.862948
C13 2.228887 0.495532 -0.012889
O1 2.011511 -0.791963 -0.185818
C14 3.740501 0.599441 -2.107889
C15 2.654603 -0.056375 -2.981247
C16 4.435270 1.635016 -3.002630
C17 4.825514 -0.396975 -1.667480
C18 3.259861 4.681826 0.886174
C19 3.856818 4.702638 2.302977
C20 2.009350 5.571127 0.835001
C21 4.300770 5.260321 -0.074575
C22 -1.502399 0.840197 -0.034051
O2 -0.905399 -0.209559 -0.496917
C23 -2.490541 1.582749 -0.763176
C24 -3.119671 2.644471 -0.131749
C25 -2.883834 1.344392 -2.236256
C26 -2.122696 0.228748 -2.957353
C27 -4.381169 1.000747 -2.312412
C28 -2.627122 2.638691 -3.028428
H1 -3.739700 5.472715 3.533028
H2 -3.292543 3.787812 3.824243
H3 -2.100102 4.923926 3.164182
H4 -3.895863 6.395492 1.251164
H5 -2.315443 5.742760 0.774151
H6 -3.755166 5.352155 -0.169717
H7 -5.673119 4.821901 2.183690
H8 -5.505270 3.746297 0.788692
H9 -5.294176 3.104903 2.420695
H10 -1.536663 2.736263 2.835640
H11 1.460083 3.044823 2.133161
H12 4.120371 3.072678 -1.182593
H13 2.007516 0.722211 -3.392843
H14 3.113333 -0.600388 -3.811023
H15 2.028754 -0.740559 -2.417662
H16 3.758733 2.444947 -3.283207
H17 5.320367 2.059138 -2.523657
H18 4.764083 1.136613 -3.917046
H19 4.439270 -1.133910 -0.972233
H20 5.236574 -0.926843 -2.530843
H21 5.633293 0.144783 -1.169412
H22 3.133350 4.358488 3.042373
H23 4.723940 4.041378 2.349693
H24 4.172488 5.714169 2.573452
H25 1.243018 5.217789 1.526102
H26 2.259528 6.602315 1.099613
H27 1.583734 5.565799 -0.170387
H28 5.221591 4.673809 -0.054592
H29 3.924744 5.291939 -1.099254
H30 4.544489 6.281192 0.226883
H31 -3.877193 3.179190 -0.695236
H32 -2.296944 -0.733805 -2.488850
H33 -2.469997 0.175585 -3.994533
H34 -1.049371 0.409805 -2.954105
H35 -4.589993 0.115765 -1.708407
H36 -5.006359 1.819388 -1.950515
H37 -4.663959 0.784651 -3.346472
H38 -1.564111 2.886585 -3.004250
H39 -2.926818 2.498421 -4.070898
H40 -3.184327 3.486252 -2.625852
C29 -5.474206 -3.433379 0.357252
C30 -4.432388 -2.377643 -0.029479
C31 -3.646690 -2.756729 -1.266759
C32 -4.310732 -2.701818 -2.488799
C33 -3.651689 -2.961620 -3.674680
C34 -2.298699 -3.254693 -3.646455
C35 -1.596258 -3.314059 -2.452119
C36 -0.140675 -3.679180 -2.470971
C37 0.063306 -5.184575 -2.277016
C38 -2.279303 -3.092424 -1.244014
N1 -1.593821 -3.126998 -0.009211
C39 -1.999494 -3.942816 0.905590
C40 -1.558846 -3.878983 2.247272
C41 -1.917425 -4.648467 3.362383
C42 -1.232669 -4.102890 4.446711
C43 -0.485970 -3.027219 3.945796
N2 -0.692815 -2.893915 2.633806
H41 -6.072573 -3.097087 1.205897
H42 -4.998826 -4.376822 0.628586
H43 -6.146308 -3.631972 -0.478956
H44 -3.765628 -2.189441 0.809963
H45 -4.956072 -1.440699 -0.235565
H46 -5.358717 -2.421341 -2.501615
H47 -4.185036 -2.916878 -4.616550
H48 -1.768693 -3.436066 -4.575192
H49 0.381957 -3.144043 -1.680711
H50 0.294977 -3.371661 -3.423516
H51 -0.412204 -5.516664 -1.353250
H52 1.123609 -5.423322 -2.202684
H53 -0.365840 -5.742261 -3.112135
H54 -2.731462 -4.712115 0.655289
H55 -2.598607 -5.486658 3.368091
H56 -1.262543 -4.437011 5.471923
H57 0.179881 -2.360749 4.474958
N3 3.328592 -4.551302 2.681586
C44 3.792293 -3.476618 1.695043
C45 5.271734 -3.671916 1.410175
P1 2.757792 -3.958617 0.225221
O3 3.173452 -3.009452 -0.978300
O4 3.134103 -5.370809 -0.019515
O5 1.317510 -3.706285 0.656136
P2 3.527427 -1.958805 2.764462
O6 4.483477 -0.828400 2.150896
O7 4.094216 -2.433588 4.062814
O8 2.080485 -1.566769 2.701828
H58 3.580977 -5.476873 2.331857
H59 2.301747 -4.494750 2.714872
H60 3.715117 -4.261342 3.606082
H61 5.449119 -4.665319 0.991582
H62 5.866000 -3.526238 2.314483
H63 5.588052 -2.931918 0.676247
H64 2.855107 -2.088273 -0.785333
H65 4.014458 -0.305253 1.478169

Force components x, y, z for each atom (eV/Å):
0.0 0.1 -0.4
0.0 0.0 -0.1
0.0 0.0 0.0
0.0 0.0 0.0
0.1 0.0 0.0
0.0 0.0 0.0
0.0 0.0 0.0
0.1 -0.2 0.0
-0.1 0.6 0.0
0.0 -0.2 0.1
0.0 0.0 -0.1
0.0 0.0 0.0
0.0 0.1 0.0
-0.1 -0.2 0.0
0.1 0.4 0.0
-0.1 -0.2 0.1
0.0 0.0 0.0
0.1 0.0 0.1
0.0 -0.1 0.0
-0.1 0.1 0.0
0.0 0.0 0.0
0.0 0.0 -0.1
0.0 0.0 0.0
-0.1 0.0 0.1
-0.1 0.2 0.1
0.1 -0.3 -0.1
0.1 0.0 -0.1
0.0 0.0 0.1
0.0 0.0 -0.1
0.0 0.0 0.2
0.1 0.0 0.0
0.0 0.0 0.0
0.0 0.0 0.0
0.0 0.0 0.0
0.0 0.0 0.0
0.0 0.0 0.0
0.0 0.0 0.0
0.0 0.0 0.0
0.0 0.0 0.0
0.0 0.0 0.0
0.0 0.0 0.0
0.0 0.0 0.0
0.0 0.0 0.0
-0.1 0.0 0.0
0.0 0.0 0.0
0.0 0.0 0.0
0.0 0.0 0.0
0.0 0.0 0.0
0.0 0.0 0.0
0.0 0.0 0.0
0.1 0.0 0.0
0.0 0.0 0.0
0.0 0.0 0.0
0.0 0.0 0.0
0.0 0.0 0.0
0.0 0.0 0.0
0.0 0.0 0.0
0.0 0.0 0.0
0.0 0.0 0.0
0.0 0.0 0.0
0.0 0.0 0.0
0.0 0.0 0.0
0.0 0.0 0.0
0.0 0.0 0.0
0.0 0.0 0.0
0.1 0.0 0.0
0.0 0.0 -0.1
0.0 0.0 0.0
0.0 0.0 0.0
0.0 0.0 0.0
0.0 0.0 0.0
0.0 0.0 0.0
0.1 0.1 0.0
0.0 -0.2 0.0
0.1 0.1 0.1
0.0 0.0 0.0
-0.1 0.0 0.0
0.0 0.0 -0.1
0.0 0.0 0.1
0.0 -0.1 0.1
0.1 0.1 0.1
-0.3 0.1 -0.4
0.2 -0.1 0.3
-0.1 0.0 -0.4
0.1 0.0 0.4
-0.1 0.0 -0.2
0.1 0.0 0.1
0.1 0.0 0.2
-0.2 -0.1 -0.2
0.0 0.0 0.0
0.0 0.0 0.0
0.0 0.0 0.0
0.0 0.1 0.0
0.0 0.0 0.0
0.0 0.0 0.0
0.0 0.0 0.0
0.0 0.0 0.0
0.1 0.0 0.0
0.0 0.1 0.0
0.0 0.0 0.0
0.0 0.0 0.0
0.0 0.0 0.0
-0.1 0.0 0.0
0.0 0.0 0.0
0.0 0.0 0.0
0.0 0.0 -0.1
-0.1 0.3 0.1
-0.2 0.0 -0.1
0.1 -0.1 0.0
0.1 0.0 0.0
0.0 -0.2 0.3
0.0 -0.1 -0.1
0.0 0.2 -0.2
-0.4 -0.2 0.2
-0.1 0.1 -0.3
0.1 0.0 0.0
0.3 0.0 -0.1
0.1 0.0 0.0
0.1 0.0 0.1
0.0 -0.1 -0.2
0.0 0.0 0.0
0.0 0.0 0.0
0.0 0.0 0.0
-0.2 0.1 -0.1
0.0 0.0 0.1